[1]
Molecular formula: C22H23N3O4
Method: DFT, the ωB97M-V functional and the def2-TZVPD basis

The geometry in XYZ format:
```
52
Properties=species:S:1:pos:R:3:forces:R:3
H 1.080190 3.261648 -4.412948 0.1 0.0 -0.1
C -1.775743 2.222451 -1.143416 -0.1 -0.1 0.1
C -0.242316 -0.635713 -0.181340 -0.3 0.1 0.0
H -0.702548 -1.562354 -2.602122 -0.1 0.1 0.0
C 0.057254 5.022409 -3.685401 0.1 -0.1 -0.1
H -2.272623 5.083676 -1.204980 -0.1 0.0 0.1
C 1.552963 -2.146857 4.373199 0.0 0.0 0.0
H -4.348715 -3.134017 -0.996128 -0.1 -0.1 0.1
C 2.128835 -4.365376 5.077868 0.0 -0.1 0.0
H -2.695496 -3.353808 -3.626690 -0.1 0.0 -0.2
H 1.738152 -1.415213 1.006475 -0.1 0.2 0.1
H 3.901085 -5.188901 4.205580 0.0 -0.1 0.0
C 3.505927 -3.214345 3.486609 0.0 0.1 0.0
H 0.416704 -3.287682 5.778486 -0.1 0.0 0.1
C 2.925866 -0.888613 2.699382 0.0 0.1 0.1
C -2.256396 -3.648061 -2.675642 0.1 0.1 0.3
H -2.261356 -0.814238 -2.975997 0.0 0.0 0.0
O 0.432863 -1.623327 -0.361881 0.1 -0.3 -0.2
C -1.415224 -0.234592 -1.089388 0.0 -0.3 -0.3
C -3.862777 -2.238710 -1.376563 0.3 -0.1 0.1
C 2.667567 -2.110640 3.543645 0.1 0.0 0.0
H 1.920531 -5.241056 5.674701 0.0 -0.1 0.0
H 0.900844 -1.286673 4.418610 -0.1 0.1 0.0
C 1.284378 -3.268609 5.135551 -0.1 0.1 0.0
C -1.666477 -1.272031 -2.182312 0.1 -0.2 0.3
H -2.306312 -0.111590 -0.459872 0.2 0.0 -0.1
C -0.313247 2.838219 -2.842883 -0.3 0.6 0.2
C -0.217528 1.371685 -2.636513 0.1 -0.1 -0.1
H 4.373491 -3.195582 2.842355 0.1 0.0 -0.1
C -0.874697 5.529210 -2.792949 -0.1 0.0 0.1
H -3.992755 -1.450092 -0.639150 -0.1 0.1 0.1
H 2.934613 0.009988 3.323212 0.1 -0.1 -0.1
N -0.049992 0.251142 0.832662 0.0 0.3 0.4
C 0.964783 0.265868 1.829729 -0.2 -0.1 -0.5
H -1.210169 -3.892737 -2.838598 0.1 -0.1 -0.1
H -1.900470 -2.833920 -0.728319 0.0 0.0 0.0
C -2.387829 -2.518717 -1.656182 -0.1 0.1 -0.2
H -1.081581 6.588752 -2.786288 0.0 0.1 0.0
C -1.547707 4.696640 -1.903698 0.0 -0.2 0.0
H 0.563249 5.694133 -4.362418 0.0 0.1 0.0
H -0.710630 1.011566 0.947833 0.1 -0.1 0.0
C -1.254786 3.349475 -1.945008 0.4 0.2 -0.5
N 1.876383 -0.704864 1.718062 0.3 -0.4 -0.2
N -1.147690 1.085059 -1.637978 -0.2 -0.3 0.2
C 3.240284 -4.335853 4.253985 0.0 -0.1 0.1
O 0.497242 0.573010 -3.179265 0.0 0.0 0.0
H 3.884693 -0.977389 2.180239 -0.1 0.0 0.1
O 0.944348 1.143784 2.660944 0.0 0.3 0.4
H -4.369656 -1.938710 -2.291759 -0.1 0.0 -0.1
C 0.354403 3.663006 -3.723229 0.0 -0.1 0.1
H -2.767138 -4.540780 -2.322773 -0.1 -0.1 0.0
O -2.558856 2.216702 -0.225512 0.0 0.1 0.0
```
Forces are in eV/Å.

## Properties
HOMO energy ... -9.124 eV
Maximum force ... 0.014 Eh/bohr
SMILES string ... CC(C)C[C@@H](C(=O)NC(=O)NCc1ccccc1)N1C(=O)c2ccccc2C1=O
Net charge ... 0
HOMO-LUMO gap ... 8.468 eV
2S+1 ... 1

Charge distribution, Mulliken scheme, values in e: 0.502, 0.361, 0.562, 0.438, -0.474, 0.497, -0.240, 0.422, -0.403, 0.335, 0.286, 0.368, -0.461, 0.385, -1.314, -1.657, 0.582, -0.770, 0.075, -1.457, 0.683, 0.373, 0.410, -0.598, -1.381, 0.399, 0.139, 0.423, 0.315, -0.501, 0.359, 0.430, -0.104, 0.361, 0.388, 0.255, 0.807, 0.400, -0.449, 0.401, 0.232, 0.091, 0.000, 0.322, -0.516, -0.620, 0.418, -0.680, 0.316, -0.491, 0.443, -0.661

[2]
Molecular formula: C22H23NNiO12
Method: DFT, the ωB97M-V functional and the def2-TZVPD basis

The geometry in XYZ format:
```
59
Properties=species:S:1:pos:R:3:forces:R:3
H -0.568547 2.295438 -2.929864 0.2 0.1 0.2
H 0.873835 2.179171 -1.100952 0.0 0.3 0.5
C 3.212020 0.820434 -1.707816 0.1 0.4 -0.7
H -1.956419 3.225026 -0.482370 0.2 -0.1 0.1
C 2.523200 -0.362700 0.333420 -1.1 -0.7 1.7
H 3.379188 -1.024129 0.492403 0.2 0.1 -0.6
H 0.568416 -2.421636 -2.765742 0.0 0.2 0.5
C -3.962651 3.161980 2.924369 -1.1 1.4 -2.2
O -0.542533 -1.906087 0.283625 0.4 -0.4 0.1
H 2.650699 0.487397 1.007482 -0.1 0.5 -0.6
O -3.301504 0.996319 3.095023 -0.7 -1.1 -0.6
C -3.499851 1.949850 2.338357 1.5 -0.1 2.1
H 3.017911 1.116746 -2.746484 -0.3 -0.2 0.0
H 2.308844 -2.375828 -1.096336 -0.6 0.2 0.2
C 2.342545 -1.549223 -1.813934 1.0 -1.0 0.1
O -3.808405 5.494670 2.992399 -1.1 0.5 -0.6
H 3.392943 -1.589981 -2.140078 0.0 0.2 -0.1
N 0.818290 0.280929 -1.422459 -0.3 -0.6 1.1
C -0.550295 -2.848025 1.190489 -0.4 2.0 0.4
H -2.527562 -2.418410 2.017454 0.2 0.3 -0.3
H -1.653853 -0.308248 -3.721273 0.4 0.4 -0.3
C 0.751002 -3.622415 1.437238 0.4 -1.1 -0.7
C -1.199047 -0.136707 -2.735204 -0.7 -1.1 0.1
C -1.608230 -2.987789 2.060642 0.3 -1.5 0.4
O -2.355737 0.889942 0.406650 0.3 -0.4 0.8
Ni -0.362049 0.084162 0.911459 -1.2 0.8 2.3
H 1.987859 -2.573947 -3.692813 0.3 0.3 -0.1
C -1.451826 -3.729069 3.300428 0.7 1.6 0.7
C -2.556952 3.192034 0.426390 -0.2 0.4 -0.7
H 1.955351 -0.091776 -4.105853 -0.2 0.2 -0.2
C 2.166049 -0.177394 -1.119223 1.2 0.3 -1.8
C -3.755388 4.430729 2.320916 1.9 -0.4 1.7
H -1.276090 -1.122318 -2.264086 0.1 0.2 0.4
H 1.812261 -4.864922 2.798316 0.3 0.4 0.1
C -2.785358 1.953716 0.995418 0.1 0.6 -1.6
O 0.239427 -4.274544 4.924994 -0.1 -1.0 0.4
H 1.732213 -0.948214 0.826332 0.0 -0.1 -0.2
C 1.480209 -1.871945 -3.020340 -0.6 0.0 0.1
O 0.866751 1.585456 4.244160 1.0 -1.1 -1.0
H 0.425014 -0.931262 -4.557480 -0.1 0.6 -0.2
O -2.028365 5.424701 0.983940 -0.3 0.6 -1.1
C 0.257528 0.304152 -2.778006 0.0 1.0 -0.8
C 0.967267 -4.190187 2.685890 -0.6 -0.7 0.3
H 4.211208 0.381525 -1.783606 0.0 0.0 0.6
H 3.241904 1.759716 -1.149306 0.1 -0.1 0.2
C 0.287065 1.744864 -3.328556 -0.4 0.5 0.0
H -1.862270 0.535107 -2.188044 0.3 0.1 0.3
C -0.002077 -4.155361 3.727257 0.2 0.9 -0.7
O 0.477945 1.416149 -0.656074 0.2 -0.1 -1.2
C 0.573653 1.147985 3.084040 -2.8 2.3 1.7
H -4.305436 3.186539 3.948447 0.1 -0.3 0.1
C -2.766794 4.453111 1.084140 -0.2 -1.1 1.5
H 0.174478 1.824672 -4.414714 0.1 -0.4 0.0
H 1.202565 2.277717 -3.059873 0.0 0.0 -0.1
O -0.000919 -0.011300 2.892681 0.8 -1.5 -0.9
O 0.433703 1.959757 2.078473 1.0 -0.8 -1.4
O -2.282205 -3.697119 4.203993 -0.7 -0.8 -0.2
C 1.055894 -0.588939 -3.732342 0.3 -1.2 0.4
O 1.583126 -3.780519 0.496004 -0.3 0.5 -0.3
```
Forces are in eV/Å.

## Properties
HOMO energy (spin up / spin down) ... 3.864 / 3.860 eV
⟨S²⟩ ... 2.006
Maximum force ... 0.078 Eh/bohr
Net charge ... -4
HOMO-LUMO gap (spin up / spin down) ... 3.491 / 3.495 eV
2S+1 ... 3

Charge distribution, Mulliken scheme, values in e: 0.360, 0.183, -2.024, 0.117, -2.116, 0.338, 0.267, -1.171, -0.754, 0.309, -0.635, 0.602, 0.418, 0.238, -1.021, -0.786, 0.373, 1.233, 0.395, 0.317, 0.434, 0.764, -1.690, -0.712, -1.022, 1.589, 0.499, 0.420, -0.391, 0.294, 2.137, 0.538, 0.269, 0.283, 0.850, -0.771, 0.294, -0.881, -0.873, 0.535, -0.736, 1.219, -0.813, 0.451, 0.332, -1.932, 0.241, 0.363, -0.156, 0.609, 0.302, 0.302, 0.355, 0.410, -0.686, -0.755, -0.699, -1.194, -0.825

[3]
Molecular formula: C22H24As3NO8PdS4
Method: DFT, the ωB97M-V functional and the def2-TZVPD basis

The geometry in XYZ format:
```
63
Properties=species:S:1:pos:R:3:forces:R:3
C 0.993324 -1.967069 -1.265136 0.2 -0.5 -0.1
H -2.299909 -2.670597 -3.194995 -0.1 0.0 0.0
O 3.560561 0.311491 -1.212544 0.0 0.0 -0.2
H 2.801370 -4.913687 0.351804 0.0 0.0 0.0
C 0.819399 3.361433 2.162128 -0.2 0.2 -0.2
H -3.109849 0.641948 -4.830545 0.0 0.0 0.0
S -3.915382 -1.371116 -1.127888 0.0 -0.2 -0.1
S -3.286477 3.468024 1.803118 -1.0 -0.7 0.0
H -0.745474 -1.862104 -3.585891 0.0 0.0 0.0
H 2.225330 3.226440 0.552173 0.0 0.0 0.0
As 0.204057 0.328533 0.188054 -0.1 0.6 0.3
H -0.790511 -3.613597 -3.310753 0.0 0.0 0.0
C 3.697248 1.231412 4.423171 -0.1 0.1 -0.1
C 2.943283 -0.628957 -0.511411 -0.2 0.2 -0.1
O -3.015585 -1.789190 1.944443 0.0 0.0 -0.1
C 2.722658 1.978498 3.653998 0.2 -0.2 0.2
C -0.243896 3.996836 1.352625 -0.1 -0.4 0.0
H -1.339243 0.379089 -4.877766 0.0 0.0 -0.1
O -0.133996 0.688185 -2.662293 0.2 0.1 0.0
H 0.069616 4.404653 0.399753 0.1 0.0 -0.1
C -1.385475 -0.203994 -0.874431 1.6 -2.4 -0.8
H 2.378933 0.142460 -2.935885 0.0 0.0 0.0
C 1.858270 -2.949316 -2.013220 -0.1 0.0 0.2
C 2.033811 2.988395 1.590939 0.3 -0.1 0.0
C 0.586012 3.062296 3.502626 0.1 -0.1 0.2
H -1.993747 1.901175 -4.225616 0.0 0.0 0.0
C 2.883044 0.902860 -2.344623 0.1 -0.1 0.1
C -1.228987 -2.656120 -3.023933 0.0 0.0 0.1
C -3.175865 -3.169735 1.558813 0.0 0.2 0.0
H -2.203728 -3.650336 1.516290 0.1 0.0 0.0
C 1.473583 -0.861927 -0.731051 -0.1 0.1 0.2
N 4.464625 0.635340 5.039790 -0.2 0.1 -0.1
C -2.473593 -0.966990 -0.382153 -2.0 1.4 0.6
H 1.277772 -0.799378 2.098707 0.0 0.0 0.0
H 1.338317 2.133511 5.287529 0.0 0.0 0.0
C 1.526876 2.373177 4.248587 -0.1 0.0 0.1
O 2.211600 -4.084864 -1.401228 0.0 0.0 0.2
C -2.687061 -0.812787 1.122275 0.2 -0.6 0.0
As -0.885843 -2.507570 -1.112381 0.5 0.6 -0.4
H 3.920266 1.994732 1.872961 0.0 0.0 0.0
Pd -1.356879 2.356595 0.975065 0.7 -0.2 0.8
H -0.344529 -0.266132 2.613723 0.0 0.1 0.0
H -0.351627 3.358759 3.955222 0.0 0.0 0.0
C 2.983148 2.298403 2.323140 0.0 0.0 -0.2
O -2.293622 0.240666 -3.030035 0.0 -0.1 -0.1
S -5.789223 3.774340 -0.803877 -0.5 -0.6 -0.1
C 2.011952 -4.248581 0.019670 0.1 0.0 -0.2
H 1.044871 -4.713281 0.204385 -0.1 0.0 0.0
C -1.207680 0.283073 -2.285556 -0.4 0.3 0.3
H 3.665755 1.372968 -2.929036 0.0 0.0 0.0
As -4.093278 2.875791 -0.150593 1.8 2.6 0.4
H 2.105129 -3.301968 0.543330 0.0 0.1 0.0
O 3.514984 -1.243260 0.348240 0.1 -0.1 0.2
S -2.269144 3.184253 -1.266346 -1.0 -0.9 -0.9
O -2.620423 0.316265 1.554430 0.1 0.3 0.1
H -3.767282 -3.610317 2.353413 0.0 0.0 0.0
H 2.163653 1.644013 -2.008909 -0.1 0.0 0.0
C 0.220474 -0.752940 1.827556 0.0 -0.2 -0.2
H -0.853454 4.697654 1.905836 0.0 0.2 0.0
H -3.697250 -3.247782 0.611114 0.0 0.0 0.0
O 2.159232 -2.749012 -3.155856 0.1 0.0 -0.1
C -2.164197 0.833359 -4.336756 0.0 0.0 0.1
H -0.135942 -1.774020 1.685806 0.0 0.0 0.0
```
Forces are in eV/Å.

## Properties
HOMO energy (spin up / spin down) ... -7.357 / -7.356 eV
Maximum force ... 0.062 Eh/bohr
Net charge ... 0
HOMO-LUMO gap (spin up / spin down) ... 4.865 / 4.864 eV
2S+1 ... 1

Charge distribution, Mulliken scheme, values in e: -0.424, 0.450, -0.449, 0.313, 1.111, 0.258, -0.055, -0.374, 0.270, 0.231, 2.238, 0.554, -0.094, 0.167, -0.333, 0.457, -1.748, 0.327, -0.529, 0.361, -0.987, 0.247, 0.103, -0.385, -0.383, 0.289, -0.525, -1.339, -0.630, 0.228, 0.667, -0.497, 1.466, 0.544, 0.477, -0.728, -0.368, -0.235, 0.652, 0.478, -0.245, 0.453, 0.411, -0.395, -0.031, -0.277, -0.459, 0.237, -0.394, 0.435, 0.400, 0.199, -0.586, -0.333, -0.330, 0.295, 0.163, -1.360, 0.656, 0.306, -0.567, -0.757, 0.374

[4]
Molecular formula: C22H24AsCoN3O2PS5
Method: DFT, the ωB97M-V functional and the def2-TZVPD basis

The geometry in XYZ format:
```
59
Properties=species:S:1:pos:R:3:forces:R:3
C -0.126023 3.672753 1.342029 0.0 0.0 0.0
P 0.500172 -3.161170 1.240092 0.0 -0.1 0.0
C 0.195299 2.322820 -2.719808 0.0 0.0 0.0
H 3.872558 -2.445282 2.310621 0.0 0.0 0.0
C 4.768346 0.996235 -0.812820 0.0 0.0 0.0
S -0.713520 -0.895138 -1.630916 0.0 0.0 0.0
H 2.953672 -1.118976 0.368946 0.0 0.0 0.0
H -1.873163 -3.059137 -0.570051 0.0 0.0 0.0
C -0.437379 5.992857 -0.163408 0.0 0.0 0.0
H 0.142542 4.803866 -1.849158 0.0 0.0 0.0
C -0.033462 4.817642 -0.780271 0.0 0.0 0.0
S -3.581579 -1.388317 -0.903240 0.0 0.0 0.0
N 2.984976 -2.243627 1.866304 0.0 0.0 0.0
C 1.770387 0.875073 2.667550 0.0 -0.1 0.0
H 5.266740 4.343494 -0.947295 0.0 0.0 0.0
H -1.003747 6.924923 1.681829 0.0 0.0 0.0
S -1.697344 0.436064 0.606951 0.0 0.0 0.0
H -0.563778 6.892630 -0.751368 0.0 0.0 0.0
C 0.035785 -3.976802 -0.363610 0.0 0.0 0.0
C -1.171357 2.329554 -2.990075 0.0 0.0 0.0
H 2.177175 2.461399 -3.541788 0.0 0.0 0.0
C 2.666417 2.177248 -0.920024 0.0 0.0 0.0
H 6.523192 2.218090 -0.810759 0.0 0.0 0.0
C 0.128791 3.659137 -0.025215 0.0 0.0 0.0
N 1.306337 0.784751 1.597264 -0.1 0.1 0.0
N -1.461795 -3.971317 -0.291147 0.0 0.0 0.0
H 5.316666 0.064736 -0.757438 0.0 0.0 0.0
H 0.349159 -3.451638 -1.261249 0.0 0.0 0.0
C 3.350982 3.384804 -0.965708 0.0 0.0 0.0
C 2.277126 -3.488014 1.533382 0.0 0.0 0.0
C 3.380357 0.984435 -0.836876 0.0 0.0 0.0
C 4.736986 3.400487 -0.926524 0.0 0.0 0.0
C 1.113925 2.471912 -3.749271 0.0 0.0 0.0
H -0.730889 4.859524 3.014305 0.0 0.0 0.0
C -1.613438 2.497698 -4.291264 0.0 0.0 0.0
H -1.043074 2.780350 -6.340143 0.0 0.0 0.0
C -0.695165 2.652029 -5.323334 0.0 0.0 0.0
H 0.368939 -5.013717 -0.374696 0.0 0.0 0.0
H 2.797731 4.315551 -1.007078 0.0 0.0 0.0
H 2.450909 -1.674085 2.517835 0.0 0.0 0.0
H -1.682919 -4.123003 0.713859 0.0 0.0 0.0
C -0.685232 6.008709 1.201651 0.0 0.0 0.0
C -2.126571 -0.632307 -0.665384 0.0 0.0 0.0
H 2.705868 -3.906855 0.615936 0.0 0.0 0.0
C -0.532612 4.850792 1.950755 0.0 0.0 0.0
H -2.674749 2.499299 -4.501930 0.0 0.0 0.0
C 0.664303 2.637190 -5.054270 0.0 0.0 0.0
H 2.340642 -4.257287 2.307493 0.0 0.0 0.0
As 0.735594 2.050067 -0.893386 0.0 0.0 0.0
H -1.898416 -4.682904 -0.870720 0.0 0.0 0.0
C 5.441908 2.207404 -0.847994 0.0 0.0 0.0
H -1.886678 2.195193 -2.185646 0.0 0.0 0.0
H 1.379535 2.754515 -5.858021 0.0 0.0 0.0
O 0.364659 -1.680520 1.045596 -0.1 0.1 0.1
S 2.419004 0.966395 4.145008 0.1 0.0 0.0
H -0.004827 2.771973 1.927370 0.0 0.0 0.0
Co 0.426535 0.011373 0.066492 0.1 0.0 0.0
O -0.397379 -3.874174 2.191860 0.0 0.0 0.0
S 2.492077 -0.565416 -0.819386 0.0 0.0 0.0
```
Forces are in eV/Å.

## Properties
HOMO energy (spin up / spin down) ... -7.889 / -7.889 eV
Maximum force ... 0.003 Eh/bohr
Net charge ... 0
HOMO-LUMO gap (spin up / spin down) ... 7.771 / 7.772 eV
2S+1 ... 1

Charge distribution, Mulliken scheme, values in e: -0.349, 0.743, -0.041, 0.233, -0.451, -0.334, 0.216, -0.123, -0.743, 0.442, -0.432, -0.304, -0.474, 0.565, 0.408, 0.384, -0.276, 0.400, -0.779, 0.035, 0.368, -0.642, 0.380, 0.429, -0.625, -0.072, 0.451, 0.305, -0.335, -0.782, 0.823, -0.706, -0.210, 0.428, -0.835, 0.385, -0.443, 0.448, 0.477, 0.106, 0.404, -0.469, 0.272, 0.390, -0.793, 0.407, -0.752, 0.389, 1.944, 0.359, -0.610, 0.460, 0.401, -0.911, -0.434, 0.137, 0.964, -0.873, -0.357

Which energy relative to the best compared isomer or geometry (same formula, charge and spin) belongs to each record? In order, 0.4, 133.7, 0.0, 7.1 kJ/mol.
Which total energy belongs to each record? In order, -1317.48341, -3317.70966, -9937.22284, -7118.44217 hartree.